104
Properties=species:S:1:pos:R:3 method="wB97M-V/def2-TZVPD" e_tot_ev=-111211.829 e_lumo_ev=-1.8 homo_ha=-0.319
C 1.7174 5.9023 3.0039
C 1.8890 4.8295 1.8267
C 3.3783 4.2606 2.0274
C 1.8921 5.5273 0.4011
C 0.9364 3.5771 1.9701
C -0.5458 3.7406 1.4490
C -1.1631 5.1826 1.5788
C -1.4514 2.7938 2.3993
C -0.7176 3.1115 0.0002
C 0.3838 2.8346 -0.9205
C 0.0668 2.2069 -2.1982
C -1.2744 1.8214 -2.6235
O -1.4925 1.1775 -3.8545
C -1.7608 -0.2281 -3.5771
C -0.4460 -0.9885 -3.0812
O -0.5087 -1.3046 -1.6974
C -1.0601 -2.5934 -1.4070
C -2.3643 -2.5535 -0.5414
C -2.3792 -3.1509 0.8943
C -3.6445 -2.5005 1.6538
C -3.6094 -0.9754 1.9354
C -2.9155 -0.5464 3.3207
C -3.7764 0.4599 4.1537
O -3.5637 0.5331 5.3336
O -4.7447 1.2984 3.6049
O -2.9435 -4.5131 0.7513
S -1.9859 -5.6079 0.0585
O -1.8859 -5.5734 -1.4020
O -2.5860 -6.9113 0.3667
C -0.3672 -5.5569 0.9177
C 0.8541 -5.5001 -0.0674
O 1.9112 -6.4142 0.2993
O 2.7735 -6.5453 -0.7715
C -0.3738 -4.5041 2.1018
I -1.6029 -5.4972 3.6711
S 1.2750 -4.5511 2.9134
O 1.2961 -3.9700 4.2534
O 1.5142 -5.9818 3.1313
F 2.5275 -4.0631 2.0142
C -1.0784 -3.0927 1.8273
C -0.1330 -1.8661 1.6344
F -0.7488 -0.7602 1.0481
F 0.9439 -2.1096 0.7722
C 0.5398 -1.2341 2.9406
F 1.8864 -1.4949 3.0266
F -0.0857 -1.4844 4.1152
F 0.5272 0.1567 2.8445
C -2.3904 2.1322 -1.7117
C -2.0831 2.7545 -0.4372
H 0.9495 6.6654 2.7022
H 2.6864 6.4229 3.2100
H 1.3186 5.3564 3.8964
H 3.7371 3.7387 1.0942
H 4.0665 5.1253 2.2050
H 3.3953 3.5853 2.9257
H 1.8953 6.6429 0.5947
H 0.9851 5.3329 -0.2187
H 2.8560 5.3357 -0.1488
H 1.4571 2.6987 1.4872
H 0.9107 3.3220 3.0708
H -2.2704 5.1080 1.4087
H -0.9759 5.5634 2.6178
H -0.7584 5.9294 0.8519
H -1.4331 1.7674 1.9318
H -1.0914 2.7766 3.4551
H -2.5070 3.1580 2.2813
H 1.4330 3.0891 -0.6321
H 0.9142 1.9965 -2.9115
H -2.1823 -0.6786 -4.5094
H -2.5690 -0.2251 -2.7973
H -0.1535 -1.8315 -3.7589
H 0.3742 -0.2185 -3.1819
H -1.3295 -3.0578 -2.4024
H -0.2363 -3.2368 -1.0053
H -2.6945 -1.4731 -0.5424
H -3.1756 -3.0714 -1.1314
H -4.5431 -2.7765 1.0362
H -3.7263 -3.0780 2.6191
H -4.6792 -0.6298 2.0565
H -3.1764 -0.3097 1.1482
H -2.7998 -1.4623 3.9666
H -1.9329 -0.0558 3.1227
H -4.3577 1.8805 2.9238
H -0.2706 -6.5626 1.4246
H 0.5885 -5.7467 -1.1363
H 1.3128 -4.4665 -0.1135
H 2.2921 -7.1500 -1.3779
H -1.5603 -2.8888 2.8323
H -3.4266 1.8735 -2.0452
H -2.9350 2.9618 0.2505
C 4.7413 -1.1310 -5.9244
C 3.3574 -1.1054 -6.0470
C 2.6540 0.0510 -5.7402
C 3.3483 1.1760 -5.3160
C 4.7298 1.1579 -5.1834
C 5.4264 -0.0029 -5.4893
N 2.6097 2.4067 -5.0149
O 1.3959 2.3787 -5.1243
O 3.2507 3.3855 -4.6762
H 5.2888 -2.0340 -6.1700
H 2.8268 -1.9873 -6.3852
H 1.5757 0.0617 -5.8388
H 5.2725 2.0324 -4.8483
H 6.5049 -0.0279 -5.3923